Record 1
ORCA calculation (ωB97M-V/def2-TZVPD) on C3H2N2O2 in the gas phase at a distorted geometry.

Output
Structure (SMILES): O=Cc1cnno1
Energy above the lowest of the compared OMol25 structures with the same formula, charge and spin (kcal per mole): 86.3
Multiplicity: 1
DFT total energy (eV): -10214.4453
Frontier orbital gap (eV): 10.1
LUMO energy (eV): -1.097
Total charge: 0
Highest occupied orbital energy (eV): -11.150

Atoms and positions in Å:
C (1.58, -0.49, -0.04)
C (0.19, 0.09, 0.21)
C (-0.77, 1.03, 0.08)
H (1.53, -1.61, 0.07)
H (-0.53, 2.18, 0.29)
N (-1.97, 0.49, -0.29)
N (-1.99, -0.79, -0.16)
O (2.63, 0.16, -0.24)
O (-0.67, -1.06, 0.07)

Atomic partial charges in e from the Löwdin method, atoms 1 to 2:
1. C -0.138
2. C -0.102



Record 2
ORCA calculation (ωB97M-V/def2-TZVPD) on a molecular structure, C48H47BClFN5O3PPb.

Output
Energy above the lowest of the compared OMol25 structures with the same formula, charge and spin (kcal per mole): 11.7
Multiplicity: 1
DFT total energy (eV): -94589.1249
Frontier orbital gap (eV): 8.2
LUMO energy (eV): 0.142
Total charge: 0
Highest occupied orbital energy (eV): -8.039

Atoms and positions in Å:
Pb (0.72, 0.82, 0.94)
C (4.95, 1.40, 1.13)
C (4.79, -0.06, 0.74)
C (6.14, -0.65, 0.32)
C (3.77, -0.30, -0.36)
C (3.23, -1.58, -0.50)
C (2.31, -1.87, -1.50)
C (1.90, -0.90, -2.40)
C (0.82, -1.19, -3.41)
C (2.47, 0.36, -2.29)
C (3.38, 0.67, -1.29)
H (5.60, 1.49, 2.00)
H (3.99, 1.85, 1.39)
H (5.39, 1.99, 0.32)
H (4.45, -0.61, 1.62)
H (6.51, -0.16, -0.58)
H (6.06, -1.72, 0.11)
H (6.88, -0.51, 1.12)
H (3.52, -2.36, 0.20)
H (1.91, -2.88, -1.58)
H (0.83, -0.45, -4.22)
H (-0.16, -1.15, -2.93)
H (0.94, -2.18, -3.85)
H (2.19, 1.13, -3.00)
H (3.77, 1.68, -1.23)
C (-5.50, 0.96, -4.26)
C (-4.37, 1.87, -4.69)
C (-3.95, 1.62, -6.13)
C (-2.99, 2.71, -6.58)
C (-1.88, 2.90, -5.57)
C (-0.72, 3.55, -5.92)
C (0.31, 3.69, -5.01)
F (1.42, 4.35, -5.39)
C (0.24, 3.16, -3.75)
C (-0.91, 2.47, -3.38)
C (-0.94, 1.81, -2.05)
O (0.05, 1.91, -1.31)
C (-2.15, 1.10, -1.75)
C (-3.18, 1.14, -2.64)
N (-3.16, 1.75, -3.84)
C (-1.99, 2.38, -4.26)
C (-2.42, 0.30, -0.49)
O (-3.57, -0.09, -0.30)
O (-1.42, 0.05, 0.28)
H (-6.34, 1.12, -4.94)
H (-5.85, 1.17, -3.25)
H (-5.20, -0.09, -4.32)
H (-4.70, 2.91, -4.61)
H (-4.83, 1.59, -6.77)
H (-3.46, 0.64, -6.18)
H (-3.53, 3.65, -6.72)
H (-2.54, 2.46, -7.54)
H (-0.60, 3.95, -6.92)
H (1.05, 3.26, -3.04)
H (-4.09, 0.64, -2.35)
B (1.87, 3.66, 2.85)
N (1.81, 2.41, 3.78)
C (2.23, 2.35, 5.05)
C (2.01, 1.07, 5.53)
C (1.43, 0.40, 4.45)
N (1.32, 1.22, 3.40)
N (0.46, 3.92, 2.23)
C (-0.18, 5.09, 2.15)
C (-1.31, 4.93, 1.36)
C (-1.27, 3.59, 0.98)
N (-0.20, 3.00, 1.50)
H (2.64, 3.48, 1.94)
H (2.17, 4.61, 3.53)
H (2.66, 3.21, 5.53)
H (2.23, 0.68, 6.51)
H (1.06, -0.61, 4.40)
H (0.19, 5.96, 2.67)
H (-2.04, 5.68, 1.10)
H (-1.96, 3.03, 0.37)
Cl (-1.91, 0.66, 3.20)
C (-1.93, -0.86, 4.03)
C (-2.67, -0.90, 5.21)
C (-2.73, -2.08, 5.94)
C (-2.06, -3.20, 5.49)
C (-1.33, -3.14, 4.31)
C (-1.25, -1.98, 3.55)
P (-0.29, -1.93, 1.95)
C (-1.40, -2.89, 0.86)
C (-0.87, -3.57, -0.24)
C (-1.70, -4.25, -1.12)
C (-3.08, -4.25, -0.91)
C (-3.61, -3.55, 0.16)
C (-2.78, -2.87, 1.04)
C (1.05, -3.15, 2.32)
C (0.94, -4.54, 2.21)
C (2.01, -5.37, 2.53)
C (3.21, -4.82, 2.96)
C (3.35, -3.44, 3.06)
C (2.28, -2.62, 2.73)
H (-3.18, -0.01, 5.54)
H (-3.30, -2.11, 6.86)
H (-2.09, -4.12, 6.06)
H (-0.81, -4.03, 3.98)
H (0.20, -3.58, -0.40)
H (-1.28, -4.78, -1.96)
H (-3.73, -4.79, -1.59)
H (-4.69, -3.52, 0.31)
H (-3.22, -2.30, 1.85)
H (0.02, -4.98, 1.86)
H (1.90, -6.44, 2.44)
H (4.04, -5.47, 3.22)
H (4.29, -3.00, 3.37)
H (2.39, -1.54, 2.78)

Atomic partial charges in e from the Löwdin method, atoms 1 to 2:
1. Pb 1.391
2. C -0.068



Record 3
ORCA calculation (ωB97M-V/def2-TZVPD) on 2 unconnected molecules or ions with the total composition C5H5N2O2 at a distorted geometry.

Output
Energy above the lowest of the compared OMol25 structures with the same formula, charge and spin (kcal per mole): 69.5
Multiplicity: 1
DFT total energy (eV): -12328.5796
Frontier orbital gap (spin up / spin down) (eV): 5.6 / 7.5
LUMO energy (spin up / spin down) (eV): -7.425 / -6.353
Total charge: +1
Highest occupied orbital energy (spin up / spin down) (eV): -13.044 / -13.851

Atoms and positions in Å:
C (0.77, 1.76, -0.85)
C (1.53, 1.20, 0.15)
C (-0.44, 1.11, -1.23)
C (1.17, 0.01, 0.74)
C (-0.76, -0.16, -0.63)
N (-2.56, -2.43, 1.28)
N (0.08, -0.72, 0.30)
O (-2.26, -3.44, 1.61)
O (-0.25, -1.82, 0.87)
H (1.05, 2.75, -1.18)
H (2.31, 1.83, 0.51)
H (-1.00, 1.22, -2.08)
H (1.93, -0.45, 1.35)
H (-1.57, -0.87, -0.83)

Atomic partial charges in e from the Löwdin method, atoms 1 to 2:
1. C -0.011
2. C -0.031



Record 4
ORCA calculation (ωB97M-V/def2-TZVPD) on 2 unconnected molecules or ions with the total composition C4H10N2O2 at a distorted geometry.

Output
Structure (SMILES): CC(N)=O.CC(N)=O
Energy above the lowest of the compared OMol25 structures with the same formula, charge and spin (kcal per mole): 33.8
Multiplicity: 1
DFT total energy (eV): -11385.4386
Frontier orbital gap (eV): 10.6
LUMO energy (eV): 0.870
Total charge: 0
Highest occupied orbital energy (eV): -9.711

Atoms and positions in Å:
C (-1.00, -1.29, 0.79)
C (-0.56, -1.76, -0.58)
O (-0.85, -1.12, -1.62)
N (0.28, -2.85, -0.76)
H (0.43, -3.16, -1.62)
H (0.38, -3.50, 0.08)
H (-0.28, -1.41, 1.54)
H (-1.87, -1.70, 1.28)
H (-1.16, -0.21, 0.68)
C (0.68, 1.19, -0.80)
C (0.02, 1.98, 0.27)
O (-1.18, 1.95, 0.59)
N (0.78, 2.83, 1.06)
H (-0.11, 1.00, -1.58)
H (0.96, 0.13, -0.54)
H (0.27, 3.34, 1.79)
H (1.65, 3.08, 0.75)
H (1.58, 1.51, -1.32)

Atomic partial charges in e from the Löwdin method, atoms 1 to 2:
1. C 0.001
2. C -0.525



Record 5
ORCA calculation (ωB97M-V/def2-TZVPD) on 3 unconnected molecules or ions with the total composition C3H5O4PS at a distorted geometry.

Output
Energy above the lowest of the compared OMol25 structures with the same formula, charge and spin (kcal per mole): 0.0
Multiplicity: 1
DFT total energy (eV): -31507.7762
Frontier orbital gap (eV): 7.3
LUMO energy (eV): 5.144
Total charge: -2
Highest occupied orbital energy (eV): -2.120

Atoms and positions in Å:
C (1.54, 0.71, -0.35)
C (3.90, -1.21, 0.00)
C (0.84, -0.18, 0.60)
O (-7.84, 2.06, 0.12)
O (-8.01, 0.03, -1.38)
O (3.43, -2.08, -0.72)
O (3.48, -0.04, 0.29)
P (-7.49, 0.65, -0.15)
S (1.43, 2.39, -0.26)
H (1.52, 0.20, -1.30)
H (4.92, -1.30, 0.48)
H (-0.19, -0.21, 0.67)
H (1.26, 0.07, 1.56)
H (1.21, -1.10, 0.45)

Atomic partial charges in e from the Löwdin method, atoms 1 to 2:
1. C -0.736
2. C -0.610